Model a:
Formula: C3H5N2OP
Source: the OMol25 dataset
Level of theory: the ωB97M-V functional and the def2-TZVPD basis

E_HOMO (alpha / beta): -7.81 / -7.39 eV
charge: 0
LUMO level (alpha / beta): 0.0 / -0.7 eV

Each line ends with the Mulliken charge.
CARTESIAN COORDINATES (ANGSTROEM)
C: -0.845 1.125 -0.073  -0.168
C: -1.021 -0.347 0.174  -0.222
C: 0.263 -1.118 -0.432  -0.748
N: 2.290 -0.300 0.589  0.025
N: -1.049 2.159 0.537  -0.365
O: 1.334 -1.232 0.531  -0.247
P: 2.538 0.907 -0.356  0.040
H: -0.993 -0.708 1.114  0.319
H: -2.044 -0.638 -0.150  0.337
H: 0.070 -2.186 -0.766  0.310
H: 0.628 -0.737 -1.380  0.441
H: -1.170 3.076 0.212  0.279

Model b:
Formula: C3H5N2OP
Source: the OMol25 dataset
Level of theory: the ωB97M-V functional and the def2-TZVPD basis

SMILES string: NP1N=CC=CO1
E_HOMO: -8.90 eV
charge: 0
LUMO level: 0.0 eV

Each line ends with the Mulliken charge.
CARTESIAN COORDINATES (ANGSTROEM)
N: -0.331 1.679 1.208  -0.461
P: -0.460 1.497 -0.523  0.245
N: -1.533 0.205 -0.674  -0.526
C: -1.003 -0.970 -0.619  0.092
C: 0.350 -1.398 -0.423  -0.519
C: 1.347 -0.435 -0.517  0.036
O: 1.147 0.827 -0.831  -0.360
H: -0.972 1.084 1.790  0.249
H: 0.419 2.209 1.638  0.222
H: -1.766 -1.833 -0.857  0.275
H: 0.502 -2.405 -0.189  0.386
H: 2.302 -0.458 -0.003  0.361

Stability check: which of them is least stable? model a.

Model a:
Formula: C3H2NO2S
Source: the OMol25 dataset
Level of theory: the ωB97M-V functional and the def2-TZVPD basis

SMILES string: O=C1SC=N[C@@H]1[O-]
E_HOMO: -3.30 eV
charge: -1
LUMO level: 3.3 eV

Each line ends with the Mulliken charge.
CARTESIAN COORDINATES (ANGSTROEM)
O: 2.324 -0.322 0.478  -0.577
C: 1.181 -0.243 0.127  0.391
S: 0.232 -1.715 -0.134  -0.276
C: -1.278 -0.715 -0.517  0.113
N: -1.110 0.518 -0.395  -0.479
C: 0.155 1.000 0.115  0.178
O: 0.474 2.121 -0.346  -0.747
H: -2.050 -1.414 -0.754  0.337
H: 0.072 0.770 1.426  0.060

Model b:
Formula: C3H2NO2S
Source: the OMol25 dataset
Level of theory: the ωB97M-V functional and the def2-TZVPD basis

SMILES string: C=[S@@]1([O-])=C(C#N)O1
E_HOMO (alpha / beta): -4.16 / -4.16 eV
charge: -1
LUMO level (alpha / beta): 3.2 / 3.2 eV

Each line ends with the Mulliken charge.
CARTESIAN COORDINATES (ANGSTROEM)
C: 0.263 0.283 0.315  -0.727
S: -1.533 0.770 -0.206  0.704
O: -1.356 2.116 -0.733  -0.616
C: -3.425 0.466 -0.056  -0.458
C: -3.639 -0.906 -0.202  0.513
N: -3.968 -1.978 -0.509  -0.533
O: -2.510 0.771 1.102  -0.274
H: 0.737 0.520 -0.650  0.176
H: 0.217 -0.809 0.405  0.217

Model c:
Formula: C3H2NO2S
Source: the OMol25 dataset
Level of theory: the ωB97M-V functional and the def2-TZVPD basis

SMILES string: [O-]c1cc(=S)o[nH]1
E_HOMO: -3.48 eV
charge: -1
LUMO level: 3.6 eV

Each line ends with the Mulliken charge.
CARTESIAN COORDINATES (ANGSTROEM)
O: -2.363 -0.303 0.042  -0.747
C: -1.137 -0.128 0.122  0.233
C: -0.116 -1.061 0.138  -0.413
C: 1.319 -0.060 -0.069  0.149
S: 2.912 -0.515 -0.123  -0.419
O: 0.837 1.187 -0.114  -0.216
N: -0.556 1.206 0.159  -0.137
H: 0.062 -2.116 0.381  0.328
H: -0.960 1.792 -0.536  0.222

Stability check: which of them is least stable? model b.

Model a:
Formula: C3H3NS2
Source: the OMol25 dataset
Level of theory: the ωB97M-V functional and the def2-TZVPD basis

SMILES string: N#CSS.C#C
E_HOMO: -10.18 eV
charge: 0
LUMO level: -0.3 eV

Each line ends with the Mulliken charge.
CARTESIAN COORDINATES (ANGSTROEM)
N: 0.309 2.037 -1.018  -0.372
C: 0.786 1.422 -0.162  0.352
S: 1.708 0.442 0.909  -0.012
S: 1.770 -1.216 -0.288  -0.171
H: 2.759 -0.914 -1.123  0.184
C: -1.982 0.103 0.603  -0.470
C: -1.710 -0.998 0.238  -0.318
H: -2.233 0.865 1.260  0.392
H: -1.407 -1.742 -0.420  0.415

Model b:
Formula: C3H3NS2
Source: the OMol25 dataset
Level of theory: the ωB97M-V functional and the def2-TZVPD basis

E_HOMO: -8.10 eV
charge: 0
LUMO level: -0.6 eV

Each line ends with the Mulliken charge.
CARTESIAN COORDINATES (ANGSTROEM)
C: -1.314 -0.347 0.230  0.582
C: -2.020 0.751 0.235  -0.823
C: 1.430 -0.447 -0.174  0.419
N: -0.471 -1.159 0.557  -0.613
S: 1.234 1.082 -0.323  -0.205
S: 2.636 -1.621 -0.367  -0.107
H: -2.815 1.038 -0.364  0.284
H: -1.976 1.236 1.183  0.262
H: 3.295 -0.533 -0.978  0.202

Stability check: which of them is least stable? model b.

Model a:
Formula: C3H3NS2
Source: the OMol25 dataset
Level of theory: the ωB97M-V functional and the def2-TZVPD basis

E_HOMO (alpha / beta): -9.33 / -9.34 eV
charge: 0
LUMO level (alpha / beta): -3.4 / -3.4 eV

Each line ends with the Mulliken charge.
CARTESIAN COORDINATES (ANGSTROEM)
C: -1.411 -0.655 0.308  0.396
C: -0.533 0.362 0.544  -0.198
C: 0.879 0.098 0.468  -0.474
N: -2.131 -1.562 0.063  -0.329
S: -1.613 2.238 -0.207  -0.100
S: 1.714 0.003 -1.211  -0.117
H: 0.951 -0.937 0.889  0.388
H: 1.476 0.954 0.975  0.283
H: 0.667 -0.500 -1.829  0.151

Model b:
Formula: C3H3NS2
Source: the OMol25 dataset
Level of theory: the ωB97M-V functional and the def2-TZVPD basis

SMILES string: CC1(C#N)SS1
E_HOMO: -8.89 eV
charge: 0
LUMO level: -0.5 eV

Each line ends with the Mulliken charge.
CARTESIAN COORDINATES (ANGSTROEM)
C: 0.154 -0.051 -0.041  -1.350
C: 1.565 0.292 -0.108  0.725
C: 2.051 1.605 0.011  0.144
N: 2.269 2.655 0.419  -0.401
S: 2.748 -0.646 0.961  -0.172
S: 2.641 -0.779 -1.092  -0.156
H: -0.068 -0.605 -0.859  0.403
H: -0.442 0.756 -0.018  0.439
H: -0.053 -0.642 0.794  0.367

Stability check: which of them is least stable? model a.

Model a:
Formula: C2H2S
Source: the OMol25 dataset
Level of theory: the ωB97M-V functional and the def2-TZVPD basis

E_HOMO (alpha / beta): -9.10 / -9.10 eV
charge: 0
LUMO level (alpha / beta): -1.0 / -1.0 eV

Each line ends with the Mulliken charge.
CARTESIAN COORDINATES (ANGSTROEM)
C: -0.725 -0.054 -0.545  0.143
C: -0.001 0.672 0.074  -0.402
S: 0.747 1.827 1.071  -0.210
H: -1.419 -1.064 -1.841  0.338
H: 1.433 0.937 1.792  0.131

Model b:
Formula: C2H2S
Source: the OMol25 dataset
Level of theory: the ωB97M-V functional and the def2-TZVPD basis

E_HOMO (alpha / beta): -8.30 / -8.30 eV
charge: 0
LUMO level (alpha / beta): -1.1 / -1.1 eV

Each line ends with the Mulliken charge.
CARTESIAN COORDINATES (ANGSTROEM)
C: 0.619 -1.218 0.427  -0.411
C: 0.156 0.719 0.481  -0.096
S: 1.550 0.215 -0.070  0.027
H: -0.002 -1.435 -0.510  0.125
H: -0.749 1.394 0.468  0.355

Stability check: which of them is least stable? model b.

Model a:
Formula: C5H16N2Si
Source: the OMol25 dataset
Level of theory: the ωB97M-V functional and the def2-TZVPD basis

E_HOMO: -8.00 eV
charge: 0
LUMO level: 1.0 eV

Each line ends with the Mulliken charge.
CARTESIAN COORDINATES (ANGSTROEM)
C: -0.174 -1.772 -3.492  -0.297
C: 1.616 -0.403 -2.769  -0.885
C: 1.183 1.373 1.535  -0.844
C: -1.717 1.721 1.928  -1.130
C: -0.563 -1.159 2.022  -0.916
N: -0.264 -0.527 -1.496  -0.871
N: 0.220 -0.985 -2.556  0.511
Si: -0.242 0.650 2.527  0.458
H: 0.513 -1.883 -4.360  0.192
H: -0.064 0.942 3.977  -0.214
H: -0.984 -2.435 -3.469  0.288
H: 1.789 -0.026 -1.705  0.197
H: 2.318 -1.066 -3.054  0.427
H: 1.613 0.568 -3.214  0.328
H: 1.191 2.370 1.870  0.308
H: 2.119 0.860 1.677  0.321
H: 0.746 1.249 0.488  0.131
H: -2.609 1.591 2.690  0.238
H: -1.544 2.753 1.942  0.389
H: -2.054 1.570 0.938  0.375
H: 0.278 -1.646 1.636  0.371
H: -1.001 -1.770 2.888  0.281
H: -1.215 -1.103 1.193  0.191
H: -1.156 -0.871 -1.197  0.151

Model b:
Formula: C5H16N2Si
Source: the OMol25 dataset
Level of theory: the ωB97M-V functional and the def2-TZVPD basis

E_HOMO: -7.69 eV
charge: 0
LUMO level: 1.0 eV

Each line ends with the Mulliken charge.
CARTESIAN COORDINATES (ANGSTROEM)
C: -3.680 -2.256 -0.321  -0.405
C: -1.512 -1.309 -2.084  -0.684
C: -0.053 1.245 1.239  -0.904
C: 2.177 1.444 -0.981  -1.057
C: 2.872 1.746 2.055  -0.980
N: -2.396 -2.448 -0.223  0.381
N: -1.386 -2.027 -0.882  -0.797
Si: 1.780 0.916 0.793  0.408
H: 2.194 -0.494 1.000  -0.145
H: -4.449 -2.820 0.086  0.285
H: -3.970 -1.600 -1.077  0.212
H: -1.703 -1.941 -2.929  0.400
H: -2.341 -0.487 -2.008  0.268
H: -0.504 -0.808 -2.236  0.105
H: -0.235 2.248 1.699  0.314
H: -0.703 1.080 0.268  0.195
H: -0.399 0.460 1.849  0.308
H: 1.480 2.169 -1.315  0.327
H: 3.300 1.657 -0.955  0.304
H: 2.061 0.660 -1.727  0.336
H: 2.795 2.811 2.438  0.341
H: 2.831 1.152 2.994  0.273
H: 4.009 1.650 1.787  0.260
H: -2.170 -3.049 0.530  0.256

Stability check: which of them is least stable? model a.